Record 1
This record from the OMol25 dataset describes a cluster of 6 separate species, C18H27F4O16 in total in a non-equilibrium geometry. The level of theory is ωB97M-V/def2-TZVPD.

Structure (XYZ):
```
65
Properties=species:S:1:pos:R:3:forces:R:3
O -0.50807 -1.14333 -0.59523 -0.147 2.254 1.261
H -0.54159 -0.21056 -0.15430 0.064 -2.773 -1.476
C 2.10997 -3.23618 -1.13061 2.515 -0.364 1.430
C 1.41703 -3.11909 -2.46706 -0.494 0.057 -0.411
O 1.05003 -4.42614 -2.81133 0.353 -1.543 1.843
C 1.33295 -5.26117 -1.71117 -0.166 -1.993 -1.533
O 1.16447 -6.45558 -1.70253 -0.116 1.603 -0.236
O 1.88205 -4.59795 -0.70776 -0.628 0.583 -0.154
F 2.34660 -2.71706 -3.40070 -0.717 0.170 0.166
H 1.68568 -2.57650 -0.36751 0.154 0.108 -0.296
H 3.29407 -3.23806 -1.14922 -2.451 0.866 -0.438
H 0.43642 -2.56392 -2.42754 1.564 0.476 -0.356
C -3.11242 -0.64000 1.79991 2.952 -2.157 2.140
C -3.67982 -0.35227 0.47190 -8.605 1.593 8.724
O -4.00081 0.97176 0.67792 -0.470 2.234 -3.401
C -3.56647 1.49369 1.85903 -3.236 3.462 -0.158
O -3.80624 2.58849 2.32822 0.515 -0.816 -1.811
O -3.09390 0.55823 2.51884 2.467 -2.449 3.413
F -4.89736 -1.12722 0.39685 1.323 1.239 -0.698
H -2.00541 -0.86772 1.61405 -1.451 -0.554 0.590
H -3.67569 -1.32989 2.46451 0.587 -0.160 -0.989
H -3.03255 -0.69866 -0.07444 6.156 -2.504 -8.012
C 0.19899 1.50726 -2.93171 -2.281 -0.839 3.275
C 1.36039 0.70399 -2.51395 0.367 -0.623 0.152
O 2.34760 1.66927 -2.51167 3.445 -0.638 0.572
C 1.93716 2.86536 -2.80784 -1.974 3.239 -1.947
O 2.47782 3.93800 -2.91415 0.416 -1.931 0.682
O 0.60113 2.76770 -3.12943 1.557 2.961 0.130
F 1.63276 -0.27947 -3.53066 -0.189 1.632 2.106
H -0.69177 1.48579 -2.28479 0.486 -0.318 0.074
H -0.01645 1.10205 -3.79933 -1.877 -1.951 -4.481
H 1.32391 0.36687 -1.48100 -0.072 -1.452 -0.506
C -1.15066 -4.44199 0.50679 2.503 5.571 -4.085
C -1.93922 -4.17006 -0.83656 3.372 -0.568 0.195
O -3.21272 -4.07308 -0.34637 -1.526 0.869 0.124
C -3.28064 -4.30770 1.00911 -6.231 -0.735 1.838
O -4.42949 -4.29294 1.68781 7.465 0.051 -3.905
O -2.07123 -4.69936 1.38109 -4.577 -0.169 5.270
F -1.80063 -5.32108 -1.70116 -0.640 1.762 1.110
H -0.45661 -3.50949 0.71844 -1.694 -1.365 -0.091
H -0.55620 -5.22891 0.48920 2.972 -3.674 -0.777
H -1.45337 -3.24104 -1.33243 -1.661 -1.386 0.418
C 0.77617 6.21523 1.48984 -0.297 1.813 -0.205
O 1.24518 5.45526 0.41216 -0.716 -0.619 1.708
C 0.21251 4.59300 -0.17239 0.742 1.175 1.849
C -0.22620 3.33618 0.63097 -5.176 8.134 -4.714
O 0.73947 2.69216 0.92161 10.805 -8.403 3.903
C 0.48615 1.42291 1.59451 -1.314 0.729 -3.612
C 1.62422 0.56662 1.80834 4.157 0.396 -0.306
O 2.71577 1.32727 2.34535 -0.156 0.684 1.470
C 4.02383 0.67597 2.39037 -2.155 6.039 -1.627
H 0.38684 7.15654 1.08399 -0.516 0.137 -0.206
H 1.56465 6.63732 2.12634 0.219 -0.974 0.057
H -0.05066 5.80330 2.07697 0.387 -0.454 0.069
H 0.91799 4.30524 -0.86486 0.065 -1.183 -3.042
H -0.62946 5.25662 -0.40266 -0.002 -0.485 -0.648
H -0.86262 2.86091 -0.00038 -2.659 -1.717 -2.647
H -0.83367 3.73240 1.31690 -2.520 1.209 4.051
H -0.33680 0.89246 0.98530 0.975 0.770 1.566
H 0.33255 1.63740 2.56608 -2.272 1.252 3.330
H 2.06622 0.10355 0.99745 0.308 -1.047 -2.659
H 1.48213 -0.22746 2.47178 -1.309 -1.292 1.274
H 4.22987 0.69502 1.32942 1.738 0.398 -0.157
H 3.94923 -0.25797 2.60935 -0.596 -6.130 1.952
H 4.56695 1.22801 3.18037 0.265 -0.198 -1.156
```
Positions in Å, forces in eV/Å.

Values from the calculation:
electronic energy: -62725.496 eV
molar mass: 575.39 u
HOMO energy: -6.07 eV
spin multiplicity: 1
net charge: -1

Record 2
This record from the OMol25 dataset describes a structure of composition C18H27IrN2OS4Se2Te2 in a non-equilibrium geometry. The level of theory is ωB97M-V/def2-TZVPD.

Structure (XYZ):
```
57
Properties=species:S:1:pos:R:3:forces:R:3
Ir -0.67121 -0.85475 1.24676 0.934 -0.270 -0.503
Se -2.19624 0.45878 2.80440 0.876 0.278 -0.902
Te -4.44178 -0.50416 3.12719 -0.280 -0.536 -0.250
Te -4.85445 -1.65337 0.72512 -0.043 0.302 0.379
Se -2.62356 -2.40445 0.16863 0.607 0.111 0.433
C 0.14958 -4.64699 0.25767 0.336 -0.104 0.304
C 1.34534 -3.81152 -0.18745 -0.354 0.081 -0.013
S 1.33752 -2.01498 0.16230 -0.692 0.693 0.045
C 2.44926 -1.82843 1.56667 0.120 -0.136 -0.125
C 1.94789 -2.47621 2.82601 -0.011 -0.019 0.185
S 0.34603 -1.77305 3.34117 -1.001 0.461 -0.957
C -0.57313 -3.25547 3.86747 -0.018 0.154 -0.005
C -1.07178 -4.18691 2.78303 0.322 -0.257 0.119
S 0.20052 -5.21648 1.98348 -0.207 -0.047 -0.085
H 0.14423 -5.56420 -0.33152 -0.029 0.071 -0.114
H -0.79025 -4.13189 0.08440 -0.005 -0.087 -0.097
H 1.40257 -3.84700 -1.27599 0.104 -0.009 0.007
H 2.27452 -4.20617 0.22378 0.041 0.033 -0.055
H 2.54206 -0.74903 1.68146 0.117 -0.019 -0.052
H 3.42214 -2.23365 1.28547 0.013 0.010 0.010
H 2.65009 -2.29840 3.64138 -0.049 0.017 0.044
H 1.80521 -3.54506 2.69628 0.086 0.004 0.020
H -1.43193 -2.83510 4.39510 0.040 -0.007 0.074
H 0.05989 -3.76865 4.59261 -0.008 0.054 0.053
H -1.57218 -3.61933 2.00829 -0.147 -0.057 0.075
H -1.78593 -4.88246 3.22407 -0.074 0.096 0.040
C 2.32977 3.44783 -2.37762 0.009 -0.033 0.094
C 1.46629 4.00121 -1.25254 0.007 -0.039 -0.209
N 1.46389 3.11073 -0.08433 0.105 -0.084 -0.063
C 2.44056 3.41439 0.96296 -0.149 0.078 0.205
C 1.86516 4.33666 2.03136 0.034 -0.044 -0.079
C 0.64525 2.06018 -0.05553 -0.107 -0.301 0.267
S 0.74464 1.07591 1.38484 -0.099 -0.652 0.833
N -0.16725 1.91670 -1.08852 -0.099 0.314 -0.306
C -0.95182 0.89397 -1.34825 0.200 0.227 0.205
O -1.04346 -0.19919 -0.71137 -0.577 -0.190 0.425
C -1.79458 1.02690 -2.56689 -0.047 -0.260 -0.045
C -1.63457 2.10096 -3.43858 0.047 0.032 -0.020
C -2.44535 2.21570 -4.55527 -0.014 0.002 -0.016
C -3.42015 1.26079 -4.81176 -0.010 0.006 0.053
C -3.56869 0.17529 -3.95852 0.001 0.009 0.002
C -2.75651 0.05657 -2.84340 0.041 0.014 -0.011
H 2.34650 4.14018 -3.21888 0.002 0.010 0.007
H 1.93115 2.49304 -2.71974 0.005 0.007 -0.022
H 3.35628 3.29561 -2.04024 0.012 0.005 -0.032
H 0.44175 4.12088 -1.59329 -0.006 0.089 0.068
H 1.84495 4.96797 -0.92238 -0.056 -0.007 0.089
H 3.30003 3.88090 0.48189 0.002 -0.065 -0.061
H 2.77155 2.48431 1.41941 0.110 -0.008 -0.078
H 1.55697 5.28941 1.60040 -0.017 0.003 0.018
H 2.62054 4.53210 2.79217 -0.014 0.027 0.007
H 1.00408 3.87124 2.50995 -0.009 0.030 0.014
H -0.86578 2.83475 -3.24333 -0.027 0.010 0.043
H -2.31621 3.05067 -5.23081 -0.004 0.010 0.011
H -4.06582 1.36448 -5.67383 0.030 -0.021 -0.026
H -4.31551 -0.57983 -4.16580 -0.007 0.006 0.000
H -2.84809 -0.79141 -2.17988 -0.041 0.008 -0.002
```
Positions in Å, forces in eV/Å.

Values from the calculation:
electronic energy: -215587.795 eV
molar mass: 1021.03 u
HOMO energy (alpha / beta): -10.20 / -10.09 eV
spin multiplicity: 2
net charge: +1

Record 3
This record from the OMol25 dataset describes an isolated molecule of C18H27N3O2 in a non-equilibrium geometry. The level of theory is ωB97M-V/def2-TZVPD.

Structure (XYZ):
```
50
Properties=species:S:1:pos:R:3:forces:R:3
O 1.47428 -1.40633 -2.56545 0.518 0.382 -0.590
N -4.12943 1.21764 -2.99106 0.600 -0.241 -0.237
O -3.00373 1.99290 -2.55715 0.613 -1.091 -0.029
C 0.87937 -0.46415 -2.07104 -0.426 -1.359 0.784
C -3.65666 0.11537 -3.54093 1.544 1.482 1.282
C -2.21423 0.14729 -3.48255 0.399 -0.628 0.545
C -1.85757 1.27192 -2.79407 -0.803 -0.717 -1.146
N 0.56220 0.66753 -2.79928 -0.233 0.546 0.177
N 0.43903 -0.57054 -0.76453 0.526 0.211 -0.736
C -0.41155 1.67612 -2.38869 -1.074 -0.307 -0.412
C -5.00639 -0.59733 -5.46626 -0.906 -0.567 -0.036
C -4.48585 -0.99021 -4.08528 0.165 0.102 -0.513
C 1.11359 -1.47453 0.21394 -0.941 0.442 -0.543
C 1.37668 1.78108 3.09886 -0.197 -0.086 -0.760
C 3.36118 0.26040 3.44324 -0.511 -0.342 0.451
C 1.14161 -0.32665 4.43983 -0.002 -0.277 -1.673
C 2.32069 0.45994 1.18498 0.237 0.914 0.104
C 0.07014 -0.15288 2.18120 0.386 -0.372 -0.375
C 2.07254 -1.64517 2.45901 -0.484 -0.585 0.618
C 2.66409 1.21886 2.48023 0.338 0.163 -0.331
C 0.41489 0.63476 3.44258 0.679 -0.825 0.698
C 2.41235 -0.90811 3.75460 -0.042 0.727 0.155
C 1.37519 -0.69914 1.49729 -0.230 0.002 -0.315
H -1.54240 -0.67389 -3.75967 -0.383 0.521 0.044
H 0.87157 0.60275 -3.76685 -0.337 0.096 0.438
H -0.04004 0.24191 -0.41912 0.108 -0.254 0.522
H -0.18937 2.66374 -2.82068 0.136 -0.369 0.230
H -0.38774 1.74841 -1.29899 0.075 0.418 -0.158
H -4.24192 -0.06973 -6.01176 0.226 0.305 -0.249
H -5.89098 0.06341 -5.32838 0.561 -0.493 -0.456
H -5.23994 -1.51433 -6.05201 -0.239 0.727 0.349
H -3.90353 -1.91060 -4.16138 0.253 0.222 0.102
H -5.29632 -1.21578 -3.42000 -0.510 0.004 0.379
H 0.45398 -2.33448 0.39996 0.124 0.143 0.052
H 2.06456 -1.88431 -0.17689 -0.557 0.498 -0.172
H 1.65478 2.39425 3.94072 -0.175 0.163 0.585
H 0.88720 2.43571 2.36373 0.108 0.043 0.104
H 4.27391 -0.12849 3.01561 0.393 -0.065 -0.304
H 3.63778 0.72405 4.39621 -0.049 0.275 -0.148
H 0.50542 -1.16497 4.69249 -0.408 -0.161 0.180
H 1.41446 0.18018 5.34352 0.173 0.374 0.572
H 3.26918 0.13177 0.72388 -0.412 -0.237 0.052
H 1.85956 1.16904 0.46572 0.174 -0.330 0.334
H -0.50673 0.51339 1.52625 0.180 -0.078 -0.143
H -0.61467 -0.98479 2.43544 0.373 0.177 -0.129
H 1.38967 -2.48005 2.67984 -0.007 0.112 0.048
H 2.93738 -2.13560 1.98347 0.042 0.459 0.177
H 3.37255 2.02937 2.22937 -0.412 -0.102 0.112
H -0.54122 0.95343 3.86192 0.194 0.389 0.212
H 2.89041 -1.56315 4.46813 0.215 -0.406 0.151
```
Positions in Å, forces in eV/Å.

Values from the calculation:
electronic energy: -27669.574 eV
molar mass: 317.43 u
HOMO energy: -9.41 eV
spin multiplicity: 1

Record 4
This record from the OMol25 dataset describes an isolated molecule of C18H27N3O4. The level of theory is ωB97M-V/def2-TZVPD.

Structure (XYZ):
```
52
Properties=species:S:1:pos:R:3:forces:R:3
C -8.24992 0.47786 1.72907 -0.019 0.188 -0.089
H -7.25200 0.07761 1.89572 0.057 -0.081 0.059
C -8.19454 1.68298 0.79814 0.284 -0.303 -0.211
C -7.65402 1.31494 -0.58239 -0.687 0.186 -0.005
H -7.68612 2.18065 -1.25031 0.038 -0.136 0.047
H -8.23275 0.49195 -1.01474 0.078 0.206 0.026
O -6.28644 0.92261 -0.50275 0.275 0.111 0.135
C -5.99773 -0.37596 -0.66490 -0.171 -0.278 -0.129
O -6.81882 -1.22409 -0.92218 0.087 0.081 0.068
C -4.55106 -0.65072 -0.50280 0.229 -0.020 0.041
C -4.10870 -1.96562 -0.64555 -0.108 0.197 0.018
C -2.77364 -2.27033 -0.50221 0.120 0.088 0.030
C -1.85262 -1.26128 -0.21363 -0.428 0.360 -0.008
C -2.29078 0.05480 -0.06888 0.237 0.044 0.039
C -3.63015 0.35322 -0.21230 -0.241 -0.239 -0.073
H -3.97161 1.36999 -0.10072 -0.001 0.074 0.012
H -1.57556 0.82931 0.15401 0.016 0.020 0.005
N -0.51557 -1.61351 -0.08037 0.237 -0.621 -0.049
C 0.56695 -0.85022 0.17209 -0.117 0.127 -0.028
O 0.61719 0.35189 0.34742 -0.050 -0.045 -0.010
C 1.82515 -1.73034 0.20968 0.191 -0.112 0.116
O 1.75209 -2.93544 0.01938 0.027 -0.095 -0.044
N 2.92594 -1.03410 0.47839 -0.024 0.411 0.038
C 4.26155 -1.57211 0.47495 0.224 -0.156 -0.225
H 4.20059 -2.61258 0.14844 0.074 0.086 0.100
H 4.66999 -1.54422 1.48983 0.011 -0.090 -0.047
C 5.14416 -0.75659 -0.47843 -0.138 -0.109 0.226
N 5.09801 0.64902 -0.13318 -0.106 -0.093 -0.066
C 5.23733 1.55813 -1.25062 0.117 0.106 -0.190
C 6.60211 1.59972 -1.94825 -0.278 0.002 0.182
H 6.53586 2.22189 -2.83736 0.049 0.059 -0.117
H 7.36202 2.02160 -1.29581 0.125 0.023 0.027
H 6.91044 0.60131 -2.24985 0.094 -0.094 -0.061
H 4.47519 1.27854 -1.98549 0.010 0.095 0.036
H 4.98977 2.56033 -0.88937 -0.064 -0.027 -0.076
C 5.76905 1.02560 1.09783 0.102 -0.061 0.142
C 7.19731 0.50860 1.31205 -0.290 0.092 -0.083
H 7.20820 -0.56940 1.45412 0.073 -0.110 0.020
H 7.84046 0.75352 0.47185 0.106 -0.007 -0.068
H 7.60957 0.96971 2.20615 0.078 -0.001 0.104
H 5.77739 2.11692 1.13401 -0.080 -0.025 0.062
H 5.15282 0.67962 1.93638 0.068 0.126 0.063
H 4.74480 -0.86342 -1.48981 0.042 -0.034 0.014
H 6.15891 -1.18100 -0.47036 -0.049 -0.002 -0.059
H 2.83775 -0.02636 0.55092 -0.097 -0.088 -0.050
H -0.27871 -2.60022 -0.19208 0.030 0.295 0.045
H -2.43005 -3.28869 -0.61250 0.024 -0.113 -0.015
H -4.83386 -2.73293 -0.86976 -0.040 -0.065 -0.016
H -7.55656 2.45573 1.23151 -0.063 0.102 -0.020
H -9.19488 2.09882 0.66613 0.005 0.083 -0.034
H -8.86448 -0.30882 1.29744 -0.044 -0.112 0.005
H -8.67007 0.76101 2.69109 -0.009 -0.042 0.113
```
Positions in Å, forces in eV/Å.

Values from the calculation:
electronic energy: -31766.072 eV
molar mass: 349.43 u
HOMO energy: -8.60 eV
spin multiplicity: 1

Which of these has the highest spin multiplicity?
C18H27IrN2OS4Se2Te2

Number 2 is which compound?
C18H27IrN2OS4Se2Te2